1.
ORCA calculation (ωB97M-V/def2-TZVPD) on 2 unconnected molecules or ions with the total composition C3H4NO in a non-equilibrium geometry.

Computed properties:
Expectation value of S²: 2.012
Molar mass (g mol⁻¹): 70.1
Maximum force (eV/Å): 4.386
Relative energy (zero: lowest compared OMol25 entry of this formula, charge and spin) (kJ/mol): 337.03
Gap between HOMO and LUMO (alpha / beta) (eV): 7.284 / 9.530
E_tot (a.u.): -246.1258

```
! wB97M-V def2-TZVPD RIJCOSX def2/J DEFGRID3
* xyz 1 3
C 0.56115 -1.01718 0.16468
C -1.19056 0.23855 0.08829
C 0.92999 0.44561 -0.14404
N -0.29021 1.12684 -0.02585
O -0.66816 -1.09015 0.09779
H 1.14984 -2.02722 0.19500
H -3.42174 0.75878 0.39214
H 1.68845 1.02656 0.41607
H 1.24123 0.53821 -1.18409
*
```

***

2.
ORCA calculation (ωB97M-V/def2-TZVPD) on a molecular structure, C31H44As3BaBrCl2NO4S in a non-equilibrium geometry.

Computed properties:
Molar mass (g mol⁻¹): 1039.7
Maximum force (eV/Å): 5.175
Relative energy (zero: lowest compared OMol25 entry of this formula, charge and spin) (kJ/mol): 466.63
Gap between HOMO and LUMO (eV): 7.707
E_tot (a.u.): -12188.4958

```
! wB97M-V def2-TZVPD RIJCOSX def2/J DEFGRID3
* xyz 1 1
Ba -0.18660 0.75185 0.03771
Cl -2.64690 2.50685 6.59031
C -1.98110 1.77295 5.17411
C -2.30830 0.43905 4.87471
C -1.76470 -0.13955 3.76481
Cl -2.13510 -1.75915 3.33181
C -0.84960 0.52945 2.88551
O -0.30290 -0.10015 1.94021
C -0.60190 1.90935 3.18811
C 0.20720 2.71715 2.34661
O 0.68630 2.42225 1.25431
C -1.15500 2.48835 4.35251
H -2.96710 -0.12085 5.51741
H 0.40210 3.72575 2.75331
H -0.92260 3.51375 4.59691
C -3.67320 0.16765 -1.58029
As -2.37340 -1.01715 -0.70919
C -3.76620 -2.20025 0.05711
C -1.91110 -1.91315 -2.43819
C -1.02720 -3.17045 -2.48509
C -1.17540 -3.78735 -3.88679
C 0.46520 -2.87215 -2.30629
As 1.12010 -1.65835 -0.86459
C 1.18900 -2.85425 0.67701
C 3.01050 -1.94835 -1.37649
C -1.51330 -4.16385 -1.42989
As -1.07200 -6.09785 -1.71039
C -2.34950 -6.72995 -0.35039
C 0.52000 -6.30045 -0.55549
H -4.52270 -0.40155 -1.96419
H -3.19830 0.69365 -2.40799
H -4.03900 0.90795 -0.87019
H -4.37980 -2.65435 -0.72459
H -4.40300 -1.57155 0.68611
H -3.33290 -2.97665 0.68611
H -1.43740 -1.12455 -3.04359
H -2.87080 -2.16225 -2.90989
H -0.98980 -3.04205 -4.65869
H -2.17410 -4.19875 -4.02569
H -0.45750 -4.59915 -4.01579
H 0.83380 -2.38215 -3.22149
H 0.99600 -3.83045 -2.22089
H 1.39510 -3.88065 0.37161
H 0.25970 -2.79895 1.24101
H 2.00030 -2.50775 1.31631
H 3.23370 -3.01945 -1.38769
H 3.67040 -1.45955 -0.65879
H 3.20950 -1.53365 -2.36679
H -2.60680 -4.15075 -1.44849
H -1.18710 -3.82195 -0.43959
H -3.37240 -6.55195 -0.67699
H -2.18940 -6.22355 0.60001
H -2.22790 -7.80085 -0.20039
H 1.41160 -5.87515 -1.01279
H 0.70130 -7.36405 -0.41219
H 0.35340 -5.84755 0.41941
O 6.23730 1.47075 2.33841
C 5.01260 1.12135 1.94461
C 4.13580 0.35955 2.72201
C 2.90050 0.03055 2.20151
N 2.50620 0.39005 0.98811
C 3.32720 1.13575 0.28151
Br 2.67850 1.62995 -1.42429
C 4.57900 1.54265 0.68201
H 6.44130 1.13225 3.22161
H 4.42400 0.02095 3.70571
H 2.18260 -0.54545 2.76701
H 5.22110 2.14815 0.06381
C 2.21130 7.49385 0.24921
C 1.41020 6.33885 -0.25519
C 0.28640 5.88685 0.42891
C -0.42120 4.79035 -0.02779
C -0.00330 4.15075 -1.17639
C 1.09590 4.59745 -1.89049
C 1.79960 5.68935 -1.42409
S -0.88740 2.72995 -1.78669
C -2.10190 3.72365 -2.72649
O -1.64280 2.18645 -0.63329
H 1.68070 8.03245 1.02881
H 2.44180 8.18065 -0.56239
H 3.15670 7.13315 0.65491
H -0.04170 6.40295 1.31711
H -1.29370 4.42775 0.49791
H 1.39400 4.09545 -2.80229
H 2.65940 6.04645 -1.96999
H -2.63670 4.36385 -2.03109
H -2.79020 3.05085 -3.22669
H -1.55660 4.30885 -3.45899
*
```

***

3.
ORCA calculation (ωB97M-V/def2-TZVPD) on a single C4H8N2O molecule.

Computed properties:
SMILES string: C[C@@]1(C(N)=O)CN1
Molar mass (g mol⁻¹): 100.1
Maximum force (eV/Å): 0.518
Relative energy (zero: lowest compared OMol25 entry of this formula, charge and spin) (kJ/mol): 126.59
Gap between HOMO and LUMO (eV): 10.573
E_tot (a.u.): -341.9554

```
! wB97M-V def2-TZVPD RIJCOSX def2/J DEFGRID3
* xyz 0 1
C -1.07422 -1.08230 0.58940
C -0.22048 -0.04056 -0.08477
C 1.22215 -0.48404 -0.30743
N 2.07671 0.21095 0.47078
O 1.50270 -1.37434 -1.09151
C -0.74657 0.89387 -1.09281
N -0.45155 1.36794 0.26636
H -2.13557 -0.81813 0.52937
H -0.91217 -2.05232 0.11655
H -0.80232 -1.16358 1.65084
H 1.63054 0.93968 1.00536
H 3.07873 0.10360 0.41598
H -0.06569 1.28112 -1.84694
H -1.77825 0.76926 -1.41096
H -1.32402 1.44884 0.78979
*
```